86
Properties=species:S:1:pos:R:3:forces:R:3 method="wB97M-V/def2-TZVPD" gap_ev="7.66 / 6.53" s2=8.784 multiplicity=6 charge=+1
Ru 0.564 -0.503 0.660 0.3 0.3 0.2
C 1.608 -4.649 2.330 0.0 0.0 0.0
C 1.660 -3.153 2.168 0.1 0.1 0.1
O 0.646 -2.563 1.759 0.0 0.0 -0.3
C 2.892 -2.508 2.522 0.0 -0.1 0.0
C 3.150 -1.163 2.587 -0.2 0.2 -0.1
C 4.465 -0.693 3.129 0.1 0.0 0.0
N 2.222 -0.231 2.201 0.4 -0.1 0.2
N 2.592 1.012 2.463 -0.3 0.0 -0.2
C 1.587 1.903 2.201 0.1 0.0 0.2
O 0.455 1.566 1.788 0.0 0.0 -0.1
C 1.897 3.322 2.485 -0.1 0.0 0.0
C 3.200 3.740 2.748 0.1 0.0 0.0
C 3.461 5.080 2.986 0.0 0.0 0.0
C 2.424 6.003 2.978 0.0 0.0 0.0
C 1.121 5.588 2.732 0.0 0.0 0.0
C 0.858 4.252 2.484 0.0 0.0 0.0
H 0.599 -5.010 2.152 0.0 0.0 0.0
H 1.934 -4.940 3.329 0.0 0.0 0.0
H 2.296 -5.121 1.624 0.0 0.0 0.0
H 3.680 -3.168 2.858 0.0 0.0 0.0
H 5.086 -1.545 3.393 0.0 0.0 0.0
H 4.316 -0.065 4.006 0.0 0.0 0.0
H 4.987 -0.077 2.396 0.0 0.0 0.0
H 3.998 3.012 2.764 0.0 0.0 0.0
H 4.473 5.405 3.184 0.0 0.0 0.0
H 2.630 7.047 3.171 0.0 0.0 0.0
H 0.312 6.307 2.739 0.0 0.0 0.0
H -0.151 3.913 2.301 0.0 0.0 0.0
C 0.710 1.526 -3.038 0.0 0.0 0.0
As -0.166 1.184 -1.328 -0.1 -0.3 0.0
C -0.461 3.043 -0.849 0.0 0.0 0.0
C -1.856 0.559 -2.126 0.0 0.1 -0.1
C -3.176 0.454 -1.350 0.0 -0.1 0.0
C -3.515 1.771 -0.650 0.0 0.0 0.0
C -3.204 -0.697 -0.330 -0.1 0.0 0.0
As -1.979 -0.701 1.199 -0.1 -0.1 0.0
C -2.599 -2.333 2.050 0.0 0.0 0.0
C -2.722 0.594 2.439 0.0 0.0 0.0
C -4.321 0.197 -2.363 0.0 0.1 0.0
As -4.397 -1.153 -3.818 -0.1 -0.1 0.0
C -3.301 -2.651 -3.171 0.0 0.0 0.0
C -3.103 -0.458 -5.122 0.0 0.0 0.0
H 0.113 2.254 -3.589 0.0 0.0 0.0
H 0.789 0.617 -3.632 0.0 0.0 0.0
H 1.706 1.936 -2.875 0.0 0.0 0.0
H -1.105 3.514 -1.590 0.0 0.0 0.0
H 0.513 3.533 -0.845 0.0 0.0 0.0
H -0.886 3.128 0.145 0.0 0.0 0.0
H -1.594 -0.422 -2.530 0.0 0.0 0.0
H -2.017 1.218 -2.985 0.0 0.0 0.0
H -2.808 2.019 0.140 0.0 0.0 0.0
H -4.508 1.715 -0.200 0.0 0.0 0.0
H -3.520 2.599 -1.362 0.0 0.0 0.0
H -3.029 -1.649 -0.836 0.0 0.0 0.0
H -4.207 -0.758 0.105 0.0 0.0 0.0
H -3.688 -2.341 2.089 0.0 0.0 0.0
H -2.196 -2.366 3.061 0.0 0.0 0.0
H -2.236 -3.206 1.513 0.0 0.0 0.0
H -3.807 0.612 2.346 0.0 0.0 0.0
H -2.308 1.582 2.262 0.0 0.0 0.0
H -2.446 0.279 3.445 0.0 0.0 0.0
H -4.518 1.126 -2.911 0.0 0.0 0.0
H -5.233 0.006 -1.790 0.0 0.0 0.0
H -3.775 -3.130 -2.314 0.0 0.0 0.0
H -2.283 -2.354 -2.915 0.0 0.0 0.0
H -3.257 -3.379 -3.980 0.0 0.0 0.0
H -3.333 0.583 -5.348 0.0 0.0 0.0
H -3.231 -1.032 -6.039 0.0 0.0 0.0
H -2.069 -0.540 -4.797 0.1 0.0 0.0
C 3.664 0.244 -0.729 0.0 0.0 0.0
O 2.809 -0.885 -0.600 0.0 -0.1 0.0
C 2.584 -1.521 -1.846 0.0 0.0 0.0
C 1.736 -2.738 -1.615 0.0 0.0 0.1
O 0.448 -2.330 -1.168 0.0 0.0 -0.1
C -0.401 -3.459 -0.985 0.0 0.0 0.0
H 4.613 -0.054 -1.182 0.0 0.0 0.0
H 3.840 0.641 0.267 0.0 0.0 0.0
H 3.196 1.016 -1.349 0.0 0.0 0.0
H 3.538 -1.815 -2.297 0.0 0.0 0.0
H 2.078 -0.832 -2.533 0.0 0.0 0.0
H 2.198 -3.383 -0.856 0.0 0.0 0.0
H 1.640 -3.308 -2.546 0.0 0.0 0.0
H -0.534 -3.982 -1.936 0.0 0.0 0.0
H -1.365 -3.097 -0.637 0.0 0.0 0.0
H 0.015 -4.136 -0.238 0.0 0.0 0.0


86
Properties=species:S:1:pos:R:3:forces:R:3 method="wB97M-V/def2-TZVPD" gap_ev=5.02 charge=-1
C 1.619 -0.916 0.900 0.9 0.5 -0.4
C 0.487 -1.252 0.726 -0.8 -0.4 0.1
C -0.892 -1.730 0.455 0.5 0.1 0.0
C -0.756 -3.218 0.008 0.0 0.1 -0.3
C -0.747 -3.484 -1.493 -0.1 -0.3 -0.2
C 0.574 -3.137 -2.208 -0.3 -0.1 -0.2
C 0.417 -2.406 -3.545 0.5 -0.2 -0.5
N 0.715 -0.967 -3.436 0.0 -0.4 0.2
C 2.072 -0.671 -3.176 0.1 0.2 -0.3
C 2.320 0.590 -2.378 0.1 0.0 0.0
O 3.001 -1.359 -3.530 -0.1 -0.3 0.3
C -1.441 -0.644 -0.513 0.0 0.1 0.5
O -1.741 -0.688 -1.670 0.1 -0.1 -0.2
N -1.585 0.504 0.275 -0.6 0.1 -0.1
C -1.917 0.188 1.691 0.2 -0.7 -0.5
C -0.887 0.711 2.696 -0.1 0.2 0.3
C -3.303 0.758 2.021 0.0 0.2 0.7
C -3.354 2.244 2.433 -0.2 0.0 -0.4
C -2.568 3.236 1.560 -0.2 0.2 0.1
C -3.385 3.846 0.418 0.3 0.5 -0.1
C -2.511 4.807 -0.406 0.4 -0.6 0.4
C -1.548 4.069 -1.350 -0.2 0.6 -0.4
C -0.245 4.842 -1.623 0.2 0.0 0.2
C 0.981 4.138 -1.043 0.1 0.0 -0.2
C 2.310 4.822 -1.394 0.4 -0.3 0.2
C 3.047 5.347 -0.174 -0.3 0.2 -0.2
O 3.394 4.258 0.652 0.1 0.0 0.0
C 4.296 4.578 1.691 0.0 0.0 0.1
C -1.827 -1.405 1.666 -1.1 -0.5 -0.2
I -3.801 -2.225 1.013 0.2 0.1 -0.2
P -1.370 -2.239 3.299 0.6 0.9 0.5
O -2.703 -3.126 3.612 0.3 -0.3 0.0
O -0.323 -3.393 2.843 -0.2 0.0 -0.1
H 2.591 -0.477 0.833 -0.1 -0.3 0.3
H 0.189 -3.611 0.378 -0.1 -0.2 0.0
H -1.507 -3.851 0.476 -0.1 0.2 0.1
H -0.864 -4.566 -1.575 0.1 0.0 0.1
H -1.606 -3.040 -2.000 0.1 0.2 0.1
H 1.241 -2.565 -1.559 0.0 0.0 0.0
H 1.088 -4.080 -2.397 0.1 0.0 0.2
H -0.589 -2.525 -3.951 -0.1 0.2 0.2
H 1.093 -2.861 -4.280 0.0 0.0 0.0
H 0.409 -0.461 -4.259 -0.2 0.3 0.3
H 3.119 0.361 -1.672 0.0 0.1 0.0
H 1.433 0.908 -1.837 0.0 0.0 -0.1
H 2.688 1.384 -3.031 -0.1 0.0 0.0
H -2.292 1.079 -0.170 0.2 0.2 0.1
H -1.285 0.558 3.701 0.1 0.0 0.0
H -0.693 1.775 2.581 0.0 0.0 -0.2
H 0.060 0.185 2.639 0.0 0.0 -0.1
H -4.007 0.581 1.209 0.2 -0.1 -0.1
H -3.682 0.174 2.866 -0.1 0.0 0.0
H -3.102 2.361 3.488 0.2 -0.1 -0.1
H -4.405 2.540 2.355 0.0 0.0 0.2
H -2.238 4.065 2.194 0.0 0.0 0.0
H -1.662 2.802 1.143 0.0 -0.1 0.1
H -3.797 3.070 -0.235 -0.2 0.0 0.1
H -4.200 4.433 0.851 -0.2 -0.3 -0.1
H -3.120 5.526 -0.955 0.0 0.0 0.0
H -1.899 5.356 0.319 -0.1 0.2 -0.1
H -1.297 3.084 -0.957 -0.1 0.0 0.0
H -2.063 3.933 -2.305 0.0 -0.3 0.1
H -0.083 4.999 -2.694 -0.1 -0.1 0.0
H -0.298 5.847 -1.187 -0.1 0.0 0.0
H 0.893 4.061 0.045 -0.1 0.0 0.0
H 0.998 3.112 -1.412 -0.1 0.0 0.0
H 2.177 5.645 -2.101 -0.1 0.0 0.1
H 2.985 4.110 -1.878 -0.1 0.0 0.0
H 3.938 5.907 -0.485 0.1 -0.1 0.1
H 2.387 6.046 0.365 0.1 0.0 0.1
H 4.554 5.640 1.699 0.0 0.0 0.0
H 3.863 4.329 2.663 -0.1 0.0 0.0
H 5.215 3.999 1.565 0.0 0.0 0.0
H -2.531 -3.561 4.459 -0.2 0.0 0.0
H 0.512 -3.000 2.545 0.1 -0.2 0.0
C 1.734 -7.735 -0.920 0.4 -0.2 0.0
C 1.631 -6.567 0.085 -0.8 -0.3 0.0
C 1.431 -7.172 1.493 0.4 -0.1 0.2
O 0.613 -5.734 -0.235 0.5 0.2 0.0
H 0.800 -8.304 -0.927 -0.1 0.1 0.0
H 1.912 -7.349 -1.926 -0.1 0.1 0.0
H 2.555 -8.427 -0.675 0.0 0.0 0.0
H 2.651 -6.098 0.103 0.0 0.2 0.0
H 0.491 -7.730 1.529 -0.1 0.1 -0.1
H 1.387 -6.376 2.241 -0.1 0.0 0.0
H 2.248 -7.855 1.775 0.0 0.0 0.0